[1]
The molecule C3H7N in a non-equilibrium geometry, computed with ωB97M-V with the def2-TZVPD basis set.

```
11
Properties=species:S:1:pos:R:3:forces:R:3:lowdin_charge:R:1
C 0.309 -0.060 0.497 -1.78 -0.16 -0.23 -0.3738
C -0.854 -0.714 -0.211 0.18 -0.81 -1.52 -0.1814
C -0.853 0.768 -0.148 1.44 -1.03 0.49 -0.1269
H 1.974 0.922 -0.015 -0.22 -1.73 -0.68 0.0983
H 2.174 -0.761 -0.020 -0.27 0.45 -0.12 0.0706
H 0.258 -0.167 1.617 0.60 0.24 -1.24 0.1358
H -0.730 -1.175 -1.218 0.25 0.27 1.06 0.1119
H -1.647 -1.157 0.360 -0.02 -0.40 0.33 0.0828
H -1.658 1.086 0.476 -0.03 1.06 0.20 0.0823
H -0.509 1.265 -1.038 -0.41 0.46 -0.01 0.0922
N 1.537 -0.006 -0.299 0.24 1.65 1.71 0.0083
```
Positions in Å, forces in eV/Å.

Results
Multiplicity: 1
Orbital gap in eV: 10.86

---

[2]
A 9-piece molecular cluster, C43H50N9O2P overall in a non-equilibrium geometry, computed with ωB97M-V with the def2-TZVPD basis set.

```
105
Properties=species:S:1:pos:R:3:forces:R:3:lowdin_charge:R:1
C 6.340 0.419 -0.602 -0.13 -0.15 0.22 -0.1947
N 6.158 1.816 -0.269 0.79 0.14 -0.71 -0.1904
C 5.270 2.521 -1.194 0.05 0.69 0.72 -0.4485
P 3.400 2.495 -0.720 -0.52 0.07 -1.02 0.3270
C 3.200 0.631 -1.307 -0.10 -0.47 -0.08 -0.8625
O 3.420 0.309 -2.504 0.09 0.25 0.08 -0.1909
O 2.809 -0.191 -0.420 -0.02 -0.25 0.28 -0.2360
H 7.262 0.020 -0.173 0.06 -0.09 0.26 0.0417
H 6.435 0.315 -1.677 0.01 0.06 -0.30 0.0612
H 5.493 -0.207 -0.317 -0.03 -0.23 0.09 0.0544
H 5.844 1.926 0.684 -0.37 -0.09 0.08 0.0550
H 5.395 2.167 -2.210 -0.04 -0.45 -0.14 0.0422
H 5.570 3.579 -1.202 -0.11 0.20 0.04 0.0253
H 3.085 2.929 -2.126 0.04 0.11 -0.05 -0.0627
H 1.951 2.513 -0.380 -0.12 0.06 0.11 -0.0867
H 3.690 2.086 0.667 0.20 -0.09 0.11 -0.0512
H 3.439 3.953 -0.357 0.11 0.06 0.24 -0.1060
N 7.088 -2.866 -1.113 0.20 -0.11 0.08 0.0806
C 6.038 -3.343 -1.772 -0.31 0.21 0.11 -0.1165
C 6.123 -4.372 -2.701 0.10 -0.06 -0.02 -0.0716
C 7.363 -4.930 -2.956 0.00 -0.07 -0.06 -0.1027
C 8.469 -4.441 -2.275 -0.01 0.05 0.00 -0.0978
C 8.274 -3.409 -1.367 -0.02 -0.02 -0.04 -0.1629
H 5.088 -2.868 -1.544 -0.03 0.06 -0.07 0.1191
H 5.236 -4.724 -3.210 -0.02 0.04 0.00 0.0904
H 7.467 -5.734 -3.676 0.00 -0.01 0.01 0.0866
H 9.458 -4.846 -2.445 0.02 0.00 0.01 0.0864
H 9.109 -2.989 -0.814 0.04 -0.03 -0.02 0.0975
N 1.619 6.838 -0.345 -0.13 0.18 -0.07 0.0572
C 0.478 6.782 0.335 0.06 -0.02 0.05 -0.1748
C -0.698 6.249 -0.171 -0.05 0.03 0.00 -0.0923
C -0.688 5.757 -1.466 -0.05 0.02 -0.04 -0.0934
C 0.488 5.815 -2.192 -0.05 0.00 0.02 -0.0700
C 1.611 6.357 -1.585 0.21 -0.02 0.07 -0.1577
H 0.515 7.179 1.345 -0.05 -0.03 0.02 0.0917
H -1.596 6.220 0.432 0.01 -0.02 0.02 0.0834
H -1.585 5.330 -1.900 0.00 -0.03 0.01 0.0918
H 0.543 5.437 -3.203 0.06 -0.08 0.02 0.0976
H 2.557 6.402 -2.112 0.00 -0.11 -0.02 0.0998
N 3.754 -0.453 3.375 -0.07 -0.21 0.13 0.0754
C 3.092 -1.104 2.410 0.04 0.20 -0.22 -0.1019
C 2.444 -2.318 2.640 -0.01 -0.01 0.18 -0.0673
C 2.478 -2.872 3.907 -0.05 -0.11 -0.07 -0.1370
C 3.161 -2.201 4.912 0.04 0.00 0.05 -0.1317
C 3.779 -1.004 4.588 0.00 0.09 -0.06 -0.1845
H 3.059 -0.650 1.411 0.05 0.15 -0.05 0.0665
H 1.919 -2.806 1.830 0.03 0.05 -0.07 0.1013
H 1.974 -3.811 4.112 0.02 0.00 0.01 0.0939
H 3.212 -2.595 5.921 0.03 0.01 0.00 0.0852
H 4.324 -0.443 5.343 0.00 -0.05 0.04 0.0896
N -4.802 6.103 -0.058 -0.07 0.05 -0.04 0.0613
C -5.037 5.186 -0.992 0.09 -0.12 0.14 -0.1575
C -5.589 5.474 -2.232 -0.01 0.04 -0.01 -0.0698
C -5.916 6.788 -2.515 -0.02 0.01 -0.04 -0.0896
C -5.678 7.757 -1.554 0.00 -0.02 0.00 -0.0846
C -5.120 7.363 -0.348 0.03 0.02 0.08 -0.1629
H -4.767 4.170 -0.726 -0.03 -0.03 -0.07 0.1043
H -5.754 4.685 -2.952 0.01 -0.03 0.02 0.1015
H -6.348 7.054 -3.472 0.00 0.00 -0.01 0.0996
H -5.916 8.797 -1.734 0.02 0.01 0.01 0.0943
H -4.911 8.089 0.430 -0.01 0.04 -0.03 0.0995
N 5.723 -7.624 -5.705 -0.04 0.04 -0.07 0.0493
C 6.505 -7.224 -6.705 0.06 -0.06 0.04 -0.1713
C 6.162 -6.221 -7.598 -0.01 -0.02 0.01 -0.0797
C 4.934 -5.599 -7.449 -0.02 0.04 -0.05 -0.0784
C 4.105 -6.003 -6.417 -0.01 -0.01 -0.01 -0.0678
C 4.546 -7.014 -5.576 0.02 -0.08 0.11 -0.1607
H 7.458 -7.735 -6.786 0.02 0.03 -0.04 0.0972
H 6.842 -5.934 -8.388 0.02 0.00 0.01 0.0967
H 4.629 -4.809 -8.123 0.00 0.02 0.02 0.1059
H 3.139 -5.543 -6.261 0.01 0.02 0.04 0.1056
H 3.931 -7.354 -4.750 -0.04 0.05 -0.01 0.1036
N -1.208 -2.560 6.769 -0.06 0.07 -0.06 0.0438
C -0.377 -2.080 5.842 0.00 -0.08 0.14 -0.1411
C -0.747 -1.161 4.871 0.06 0.02 -0.05 -0.0451
C -2.056 -0.717 4.855 -0.06 0.05 -0.03 -0.0755
C -2.938 -1.205 5.809 0.03 -0.02 0.00 -0.0915
C -2.464 -2.117 6.738 -0.01 -0.05 0.05 -0.1836
H 0.639 -2.449 5.884 0.04 0.04 -0.04 0.0781
H -0.022 -0.808 4.148 0.03 -0.04 0.00 0.1116
H -2.385 -0.001 4.112 0.02 0.00 -0.01 0.1076
H -3.971 -0.884 5.833 -0.01 -0.01 0.02 0.0893
H -3.121 -2.521 7.503 -0.05 0.03 -0.02 0.0912
N -7.355 2.698 0.311 -0.03 -0.05 0.07 0.0503
C -7.046 1.411 0.466 -0.01 0.04 -0.09 -0.1620
C -6.775 0.818 1.690 0.08 0.17 -0.05 -0.0794
C -6.826 1.613 2.822 -0.02 0.02 0.04 -0.0752
C -7.144 2.954 2.684 -0.01 -0.03 0.01 -0.0750
C -7.398 3.445 1.413 -0.03 0.08 -0.11 -0.1666
H -7.012 0.827 -0.449 0.04 -0.04 0.03 0.1011
H -6.533 -0.230 1.753 -0.02 -0.07 0.00 0.0730
H -6.619 1.193 3.799 0.01 -0.01 0.00 0.1025
H -7.190 3.611 3.543 0.01 0.03 -0.01 0.0981
H -7.646 4.489 1.260 0.04 0.02 0.05 0.0992
N -7.807 -2.225 1.874 -0.08 -0.23 0.03 0.0558
C -8.764 -2.076 0.962 0.04 0.13 -0.02 -0.1435
C -9.656 -3.078 0.613 0.00 -0.02 0.02 -0.0723
C -9.546 -4.305 1.246 -0.03 -0.04 -0.01 -0.0866
C -8.554 -4.478 2.198 -0.03 0.02 -0.02 -0.0745
C -7.716 -3.409 2.474 0.09 0.05 0.06 -0.1416
H -8.812 -1.099 0.491 -0.04 -0.01 -0.02 0.0979
H -10.416 -2.899 -0.135 0.01 0.02 -0.01 0.0995
H -10.222 -5.114 1.001 0.00 0.00 0.00 0.1019
H -8.432 -5.420 2.714 0.02 0.00 0.01 0.0995
H -6.926 -3.501 3.212 0.00 -0.05 0.00 0.1075
```
Positions in Å, forces in eV/Å.

Results
Multiplicity: 1
Net charge: -2
Orbital gap in eV: 1.65

---

[3]
C7H23BrN7O4Y as an isolated structure in a non-equilibrium geometry, computed with ωB97M-V with the def2-TZVPD basis set.

```
43
Properties=species:S:1:pos:R:3:forces:R:3:lowdin_charge:R:1
Y -0.618 -35.716 -17.875 2.25 4.36 2.32 1.8817
Br 1.454 -33.665 -18.235 -2.42 -2.43 -0.09 0.2025
C 3.473 -30.813 -15.946 0.19 2.50 -0.30 -0.7854
O 2.893 -30.128 -16.745 -1.08 1.00 -1.72 0.0473
N 3.079 -32.011 -15.639 -0.78 -3.65 1.26 0.1574
N 4.481 -30.369 -15.219 2.93 1.13 1.65 0.1893
H 2.307 -32.411 -16.152 0.64 -0.10 0.44 -0.0069
H 3.670 -32.472 -14.962 -0.73 -0.80 -0.26 0.1186
H 4.927 -29.479 -15.389 -0.57 0.00 -0.43 0.1341
H 5.056 -30.929 -14.606 -0.37 -0.24 -0.16 0.1140
C -0.905 -33.444 -14.943 0.72 2.45 0.97 -0.7300
O -0.945 -34.300 -15.797 -0.95 -6.40 -5.60 -0.1391
N -1.396 -33.521 -13.754 -1.47 0.18 2.66 0.2434
N -0.292 -32.326 -15.241 0.81 0.95 -0.30 0.2241
H -2.092 -34.173 -13.423 0.29 -0.25 -0.29 0.1524
H -1.432 -32.613 -13.313 -0.20 -0.26 0.55 0.1472
H 0.105 -31.821 -14.462 0.29 0.64 -0.66 0.1476
H 0.093 -32.356 -16.175 0.46 0.83 0.29 0.0553
C 2.944 -29.784 -20.455 0.64 0.42 -0.04 -0.7942
O 3.498 -28.756 -20.224 0.99 2.40 0.70 0.0921
N 2.504 -30.122 -21.638 -1.55 -0.87 -3.55 0.1630
N 2.775 -30.728 -19.556 -0.18 -2.73 3.26 0.1454
H 2.365 -29.397 -22.327 0.11 -0.32 0.05 0.1260
H 2.065 -31.025 -21.747 -0.03 0.51 -0.39 0.0980
H 3.177 -30.582 -18.641 -0.20 0.24 0.03 0.0594
H 2.400 -31.651 -19.722 0.14 0.51 -0.40 -0.0005
C 5.464 -32.954 -18.107 1.05 -1.10 0.26 -0.0438
C 5.644 -34.488 -18.141 -0.81 1.17 -2.28 -0.4393
C 7.100 -34.945 -18.040 -2.23 0.06 0.36 -0.2405
O 7.602 -34.509 -16.851 2.51 0.09 1.94 -0.1790
C 8.899 -35.136 -16.553 -0.12 0.62 -1.15 -0.0519
N 4.624 -34.961 -17.251 0.24 -1.65 1.32 0.0364
H 6.248 -32.472 -18.692 -0.34 0.49 0.07 0.0975
H 5.548 -32.768 -17.036 0.15 0.91 -0.12 0.0678
H 4.444 -32.761 -18.440 0.23 0.47 -0.19 0.0353
H 5.389 -34.781 -19.160 -0.25 -0.31 -0.21 0.1312
H 7.479 -34.401 -18.905 0.99 -0.63 -0.24 0.1345
H 7.164 -36.033 -18.003 0.02 -0.22 -1.04 0.1340
H 9.459 -34.504 -15.864 -0.54 -0.46 0.49 0.0941
H 9.562 -35.191 -17.416 -0.22 0.70 -0.69 0.0831
H 8.841 -36.210 -16.375 -0.59 0.08 1.07 0.0881
H 3.788 -34.397 -17.305 0.11 0.13 -0.30 -0.0612
H 5.013 -34.727 -16.349 -0.15 -0.40 0.73 0.0711
```
Positions in Å, forces in eV/Å.

Results
Multiplicity: 1
Net charge: +2
Orbital gap in eV: 2.05

---

[4]
C24H28AsN3O9P2RuS as an isolated structure in a non-equilibrium geometry, computed with ωB97M-V with the def2-TZVPD basis set.

```
69
Properties=species:S:1:pos:R:3:forces:R:3:lowdin_charge:R:1
Ru -0.254 -0.452 0.333 0.04 -1.06 -0.20 0.9343
N -1.175 1.467 0.336 0.15 0.13 -0.05 -0.0950
C -0.720 2.257 1.510 -0.07 -0.17 -0.02 -0.1430
C -0.054 1.366 2.564 0.03 0.09 -0.11 -0.5841
O -0.164 1.619 3.759 0.05 0.08 0.02 0.0176
N 0.666 0.378 1.988 -0.13 -0.10 0.18 -0.1166
C 1.284 -0.605 2.871 0.04 0.02 0.02 -0.1267
C 1.108 -2.023 2.344 -0.10 0.07 0.00 -0.6276
O 1.514 -2.978 2.982 0.03 -0.03 -0.01 0.0332
O 0.459 -2.147 1.213 0.02 0.21 -0.09 -0.2346
H -0.773 1.903 -0.500 0.05 -0.03 0.00 0.0476
H -2.185 1.440 0.269 0.01 0.02 -0.03 0.0818
H -1.535 2.830 1.950 -0.03 -0.08 0.06 0.1171
H 0.036 2.954 1.155 -0.03 0.08 0.05 0.0999
H 0.857 -0.553 3.876 0.00 -0.01 -0.01 0.1211
H 2.360 -0.440 2.948 0.00 0.03 0.02 0.1144
N 2.845 1.197 -2.663 0.02 -0.05 0.03 0.1606
C 3.407 1.336 -1.254 -0.05 -0.05 -0.08 -0.5078
C 4.875 1.714 -1.303 -0.03 0.02 -0.05 -0.0864
P 3.124 -0.328 -0.515 -0.04 -0.03 0.07 0.3247
O 3.987 -1.183 -1.623 -0.06 -0.09 0.04 -0.1650
O 3.749 -0.437 0.816 -0.02 0.00 0.00 -0.2715
O 1.679 -0.657 -0.799 -0.01 0.46 0.03 -0.4335
P 2.324 2.700 -0.593 -0.01 -0.12 0.02 0.2589
O 2.539 2.583 0.984 -0.02 0.13 0.01 -0.1374
O 2.878 3.965 -1.133 0.04 -0.01 0.03 -0.3139
O 0.951 2.237 -0.993 0.04 0.29 -0.22 -0.3536
H 3.377 0.511 -3.200 -0.02 -0.02 0.01 0.1463
H 2.836 2.110 -3.123 0.01 0.00 0.00 0.1528
H 1.871 0.877 -2.539 -0.01 0.06 0.01 0.1248
H 5.462 0.979 -1.859 0.00 0.00 0.00 0.0729
H 5.247 1.736 -0.280 -0.01 0.01 0.00 0.0916
H 4.998 2.710 -1.731 0.00 0.00 0.00 0.0725
H 4.587 -1.771 -1.150 0.02 0.02 -0.02 0.0728
H 2.075 1.797 1.343 0.01 -0.10 0.06 0.0371
S -1.105 -0.945 -1.835 -0.04 -0.01 0.26 0.5944
C -2.863 -0.939 -1.702 0.06 0.04 -0.15 -0.7040
C -3.654 -0.778 -2.846 -0.11 0.01 0.01 -0.1289
C -5.036 -0.774 -2.754 0.08 0.01 -0.05 -0.1003
C -5.671 -0.927 -1.526 0.00 -0.01 0.10 -0.1046
C -4.901 -1.100 -0.385 -0.09 0.03 -0.04 -0.0992
C -3.516 -1.109 -0.475 0.10 -0.03 0.00 -0.4112
As -2.305 -1.448 0.983 0.05 0.33 0.17 1.2764
C -3.374 -1.026 2.550 0.00 -0.03 -0.01 -0.3338
C -4.321 -1.929 3.028 -0.03 0.02 0.01 -0.1121
C -5.117 -1.596 4.115 0.01 -0.01 -0.01 -0.0878
C -4.966 -0.363 4.736 0.00 0.01 0.01 -0.0923
C -4.015 0.533 4.273 0.00 -0.01 -0.01 -0.0702
C -3.223 0.202 3.181 0.02 0.00 0.05 -0.0846
C -2.254 -3.373 1.082 0.01 -0.02 -0.08 -0.3509
C -1.668 -3.983 2.186 0.01 -0.05 -0.01 -0.1006
C -1.600 -5.365 2.253 0.00 0.02 0.00 -0.0690
C -2.110 -6.139 1.219 0.00 0.00 -0.01 -0.0938
C -2.683 -5.530 0.113 0.00 0.00 0.00 -0.0883
C -2.753 -4.144 0.041 -0.02 -0.04 0.02 -0.0869
H -3.168 -0.648 -3.805 0.00 0.00 0.00 0.0936
H -5.628 -0.641 -3.652 0.01 0.00 0.00 0.0969
H -6.751 -0.913 -1.460 0.00 0.00 0.00 0.0931
H -5.379 -1.225 0.580 0.00 0.00 0.00 0.0947
H -4.430 -2.899 2.558 0.00 -0.01 -0.01 0.1035
H -5.849 -2.304 4.482 0.00 0.00 0.00 0.0993
H -5.580 -0.109 5.591 0.00 0.00 0.00 0.0981
H -3.868 1.485 4.768 0.00 0.00 0.00 0.1072
H -2.459 0.898 2.863 -0.01 -0.01 -0.01 0.0688
H -1.236 -3.390 2.982 0.01 0.01 0.00 0.1078
H -1.123 -5.833 3.104 0.00 0.00 0.00 0.1060
H -2.048 -7.219 1.271 0.00 0.00 0.00 0.0960
H -3.069 -6.129 -0.702 0.00 0.00 0.00 0.0974
H -3.190 -3.672 -0.830 0.00 0.02 0.01 0.0999
```
Positions in Å, forces in eV/Å.

Results
⟨S²⟩: 0.76
Multiplicity: 2
Net charge: -1
Orbital gap (alpha / beta) in eV: 7.42 / 7.56

---

[5]
A 3-piece molecular cluster, C25H38F5NO8S overall in a non-equilibrium geometry, computed with ωB97M-V with the def2-TZVPD basis set.

```
78
Properties=species:S:1:pos:R:3:forces:R:3:lowdin_charge:R:1
O -2.960 -4.428 -0.355 0.38 -0.07 -0.18 0.1311
C -1.967 -4.120 -0.944 2.11 -0.04 -1.25 -0.3643
N -1.896 -3.508 -2.253 0.37 -0.37 0.93 0.1439
C -0.584 -2.943 -2.516 -0.36 -0.56 0.31 -0.3440
O -0.452 -2.114 -3.369 0.60 -0.59 0.21 0.1415
C 0.416 -3.571 -1.502 -0.84 -0.38 0.49 0.0146
C 1.869 -3.516 -1.446 -1.68 -1.17 1.68 -0.0219
C 2.702 -2.742 -2.503 0.86 -1.38 1.28 -0.3032
F 4.021 -2.740 -2.033 -1.38 0.00 -0.63 0.0661
F 2.732 -3.455 -3.685 -0.30 1.24 1.07 0.1118
C 2.308 -1.214 -2.703 1.30 1.22 -1.29 -0.4405
F 1.989 -1.004 -4.015 -0.14 -0.13 1.88 0.1377
F 1.370 -0.757 -1.843 0.78 -0.70 -1.11 0.1502
F 3.433 -0.437 -2.487 -1.38 -0.89 -0.05 0.1097
C 2.492 -4.275 -0.345 -2.09 -0.37 0.05 0.0414
C 1.664 -5.030 0.613 -0.95 1.57 -2.49 0.0153
C 0.196 -5.035 0.487 0.11 0.54 0.21 -0.1346
C -0.657 -5.870 1.496 0.67 -0.21 -0.94 -0.1315
C -0.510 -7.405 1.050 -0.02 1.34 -0.27 -0.2504
C -1.230 -7.675 -0.325 0.77 0.01 0.59 -0.5427
S -0.584 -9.273 -1.032 -0.04 0.32 -0.06 0.6477
C -0.467 -4.297 -0.578 3.56 0.18 0.83 -0.0103
H -2.249 -4.096 -3.008 -0.36 0.65 0.15 0.1590
H 3.592 -4.336 -0.215 -0.95 0.28 -0.30 0.1169
H 2.166 -5.617 1.412 -0.54 0.56 -0.67 0.1184
H -0.253 -5.733 2.538 -0.50 -0.12 -1.04 0.1223
H -1.720 -5.532 1.418 0.89 -0.33 0.31 0.1063
H 0.591 -7.557 0.872 -1.07 -0.20 0.49 0.0894
H -0.900 -8.040 1.881 0.42 0.20 -0.89 0.1124
H -1.037 -6.861 -1.064 -0.12 -0.62 0.67 0.0594
H -2.335 -7.757 -0.186 0.90 -0.21 -0.24 0.0851
H 0.751 -8.988 -1.232 -0.99 0.25 0.30 -0.1326
C 3.892 3.231 -0.389 -0.15 0.10 0.09 -0.0926
O 2.728 2.994 0.379 0.62 -0.38 0.17 -0.2420
C 2.222 1.674 0.205 -0.34 0.39 0.20 -0.1959
C 1.516 1.197 1.466 0.18 -0.18 -0.08 -0.1729
O 2.412 0.812 2.507 -0.05 0.15 -0.04 -0.1250
C 3.105 1.862 3.179 -0.04 -0.14 0.16 -0.1745
C 2.220 2.696 4.092 0.19 0.30 -0.34 -0.1944
O 1.429 3.608 3.342 -0.29 -0.24 -0.04 -0.2048
C 0.196 3.893 3.975 0.22 0.05 -0.14 -0.1088
H 3.661 3.206 -1.458 0.12 -0.06 -0.06 0.0929
H 4.272 4.219 -0.129 -0.12 -0.01 -0.01 0.0907
H 4.668 2.495 -0.152 0.00 -0.05 -0.12 0.0891
H 3.029 0.976 -0.038 0.04 -0.01 -0.02 0.1194
H 1.507 1.705 -0.627 0.02 -0.26 -0.04 0.1173
H 0.964 0.287 1.211 0.10 -0.03 0.00 0.1281
H 0.781 1.918 1.824 0.15 0.19 -0.07 0.1015
H 3.661 2.480 2.473 -0.19 0.18 0.01 0.1188
H 3.846 1.360 3.807 -0.11 -0.06 0.01 0.1268
H 2.850 3.287 4.768 0.07 -0.18 0.16 0.1273
H 1.585 2.028 4.685 0.01 -0.02 -0.01 0.1261
H -0.366 2.971 4.158 -0.02 0.01 0.12 0.0914
H -0.391 4.521 3.304 0.09 0.03 0.05 0.0691
H 0.361 4.430 4.914 -0.12 -0.04 0.09 0.0899
C 0.089 4.626 0.190 0.06 -0.16 -0.23 -0.0752
O -0.935 3.970 -0.544 -0.20 0.14 0.26 -0.1907
C -1.398 2.791 0.099 -0.03 0.24 -0.64 -0.1949
C -2.857 2.536 -0.241 0.00 -0.12 0.25 -0.1703
O -3.764 3.384 0.460 0.11 0.08 -0.15 -0.1277
C -3.806 4.751 0.054 -0.21 -0.03 0.09 -0.1778
C -4.458 4.968 -1.302 0.48 0.15 -0.06 -0.1986
O -3.567 4.611 -2.350 -0.15 -0.31 0.00 -0.2042
C -4.243 4.150 -3.502 0.22 0.11 0.13 -0.1133
H 0.997 4.013 0.231 -0.26 0.32 0.17 0.0688
H 0.315 5.566 -0.315 -0.06 -0.08 -0.07 0.0947
H -0.255 4.860 1.203 0.05 -0.03 0.03 0.0705
H -1.290 2.871 1.185 -0.02 0.00 0.07 0.1190
H -0.787 1.955 -0.266 -0.10 -0.20 0.19 0.1146
H -3.102 1.522 0.087 -0.01 0.06 0.09 0.1269
H -3.038 2.569 -1.316 0.20 0.17 -0.03 0.1187
H -2.817 5.208 0.107 0.04 -0.04 -0.26 0.1183
H -4.424 5.253 0.804 -0.06 -0.11 -0.03 0.1258
H -4.701 6.031 -1.424 -0.20 0.02 0.16 0.1261
H -5.381 4.380 -1.357 0.00 -0.02 0.02 0.1253
H -4.889 3.300 -3.257 -0.12 0.05 -0.05 0.0866
H -3.495 3.811 -4.219 0.01 0.10 0.06 0.0889
H -4.832 4.955 -3.952 -0.12 -0.08 -0.08 0.0869
```
Positions in Å, forces in eV/Å.

Results
Multiplicity: 1
Orbital gap in eV: 7.82